1.
The following is a DFT calculation (the ωB97M-V functional and the def2-TZVPD basis) of an isolated ion of composition C4H8NO2 and charge +1.

The geometry in XYZ format:
```
15
Properties=species:S:1:pos:R:3:forces:R:3:lowdin_charge:R:1
C -1.43534 0.42967 -0.53452 0.2 0.8 0.9 -0.09
C -0.75768 -0.10275 1.85778 0.8 -0.6 -0.5 -0.18
C -0.53849 0.28568 0.44411 1.0 0.0 0.2 -0.10
C 1.40428 -0.89183 -0.60374 -0.5 1.0 -1.4 0.04
N 1.03742 0.39945 0.09447 -6.3 -2.3 -2.1 0.14
O 0.17105 -0.52351 2.49076 1.3 0.0 0.3 0.09
O -0.93982 0.88953 -1.68883 0.2 -0.7 0.4 0.09
H -2.51157 0.25710 -0.28613 0.9 0.3 -0.8 0.18
H -1.68662 -0.07727 2.38833 -1.4 0.4 -0.4 0.14
H 0.60671 -1.62425 -0.71994 -0.1 0.2 1.2 0.12
H 1.54520 -0.67262 -1.63764 0.8 0.5 -0.7 0.10
H 2.28685 -1.22429 -0.14813 1.1 -0.8 0.5 0.09
H 1.08043 1.28169 -0.36343 0.9 0.7 -0.7 0.17
H 1.32905 0.35288 0.99079 2.2 0.3 4.0 0.09
H -1.59147 1.22053 -2.28390 -1.0 0.2 -0.9 0.12
```
Positions in Å, forces in eV/Å.

Properties
- E_HOMO: -14.63 eV
- LUMO energy: -0.1559 Eh
- Charge: +1
- 2S+1: 1
- E: -362.1273 a.u.
- Kohn-Sham gap: 10.39 eV
- Structure (SMILES): C[NH2+]/C(C=O)=C\O

2.
The following is a DFT calculation (the ωB97M-V functional and the def2-TZVPD basis) of one molecule with the formula C2H9N2OP.

The geometry in XYZ format:
```
15
Properties=species:S:1:pos:R:3:forces:R:3:lowdin_charge:R:1
C 1.39600 -0.76250 0.75245 0.1 0.1 -1.7 -0.18
C -0.25811 1.60000 1.10624 0.6 0.2 -2.9 -0.15
N -1.28705 -1.01647 -1.90205 2.2 -1.6 -6.0 0.05
N -1.10863 -0.71099 -0.32898 -0.5 2.6 5.2 -0.21
O 0.83652 0.84042 -1.46841 -0.9 -0.8 0.7 -0.39
P 0.23310 0.29323 -0.19649 0.6 1.7 2.1 0.51
H 1.91540 -1.36881 0.01215 0.1 -0.1 -0.3 0.04
H 2.17843 -0.14139 1.17609 -0.2 0.0 0.5 0.05
H 0.90820 -1.47384 1.38837 -0.2 0.1 0.8 0.03
H -0.70069 2.52619 0.70326 0.3 -0.5 -0.1 0.05
H -0.99594 1.02755 1.54188 -1.8 -0.8 1.6 -0.02
H 0.50703 1.83950 1.80083 0.8 0.1 0.5 0.02
H -1.00710 -2.00164 -2.12803 -1.4 0.6 -0.5 0.07
H -0.55674 -0.36107 -2.29809 -0.9 -0.7 -0.4 0.03
H -2.06042 -0.29020 -0.15924 1.3 -0.9 0.4 0.09
```
Positions in Å, forces in eV/Å.

Properties
- E_HOMO (spin up / spin down): -4.77 / -9.99 eV
- LUMO energy (spin up / spin down): 0.0331 / -0.0990 Eh
- Charge: 0
- 2S+1: 3
- E: -607.5018 a.u.
- Kohn-Sham gap (spin up / spin down): 5.67 / 7.29 eV

3.
The following is a DFT calculation (the ωB97M-V functional and the def2-TZVPD basis) of C40H49AuN4O3P3S3 as an isolated structure.

The geometry in XYZ format:
```
103
Properties=species:S:1:pos:R:3:forces:R:3:lowdin_charge:R:1
Au 0.12234 -0.45108 0.28517 0.4 0.4 0.4 0.86
C 2.18152 -1.87346 3.17657 0.0 0.1 0.0 -0.07
C 0.93861 -2.45230 3.81611 -0.1 0.1 0.1 -0.41
C 0.24252 -3.48607 2.95578 0.0 0.0 0.0 -0.05
O -0.02126 -1.42127 4.23269 0.1 -0.2 -0.1 -0.31
P -0.52986 -0.09945 3.54213 -0.3 -0.2 0.2 -0.11
S 0.75618 1.30736 3.31479 0.4 0.1 0.1 0.34
S -1.57324 -0.58152 1.80394 -0.8 -0.2 0.6 0.38
O -1.70332 0.34191 4.50926 -0.1 0.0 0.0 -0.32
C -2.61478 -0.46808 5.33074 0.1 0.0 0.0 -0.41
C -1.90584 -0.91906 6.59176 0.0 0.0 0.0 -0.04
C -3.23598 -1.60830 4.55231 0.0 0.1 -0.1 -0.07
H 2.90456 -2.67902 3.04293 0.0 0.0 0.0 0.09
H 2.62698 -1.09907 3.79824 0.0 0.0 0.0 0.07
H 1.97060 -1.43895 2.19840 0.0 0.0 0.0 0.03
H 1.20514 -2.90224 4.77293 0.0 0.0 0.0 0.15
H 0.02740 -3.10693 1.95834 0.0 0.0 0.0 0.04
H -0.69438 -3.80519 3.41209 0.0 0.0 0.0 0.08
H 0.89101 -4.35787 2.86027 0.0 0.0 0.0 0.09
H -3.38516 0.25916 5.58880 0.0 0.0 0.0 0.14
H -1.25201 -1.76594 6.39343 0.0 0.0 0.0 0.08
H -2.64647 -1.21175 7.33654 0.0 0.0 0.0 0.09
H -1.30700 -0.10699 7.00212 0.0 0.0 0.0 0.09
H -2.47524 -2.31599 4.22590 0.0 0.0 0.0 0.06
H -3.77072 -1.24893 3.67352 0.0 0.0 0.0 0.07
H -3.94184 -2.13455 5.19527 0.0 0.0 0.0 0.09
N 1.75585 0.31848 -0.27597 0.7 -0.2 -1.1 -0.41
P 2.39836 0.60830 -1.70395 -0.1 0.2 0.6 0.77
C 3.63103 1.90357 -1.50655 0.0 0.1 0.0 -0.30
C 4.93971 1.77305 -1.95527 0.0 0.0 -0.1 -0.06
C 5.84354 2.81176 -1.76727 0.0 0.0 0.0 -0.06
C 5.44302 3.97689 -1.13489 0.0 0.0 0.0 -0.07
C 4.13601 4.11090 -0.67902 0.0 0.0 0.0 -0.07
C 3.23579 3.07701 -0.86084 0.0 0.0 0.0 -0.10
C 1.29055 1.16201 -3.02288 -0.1 -0.1 -0.1 -0.33
C 0.20419 0.34204 -3.34616 0.1 0.0 0.1 -0.12
C -0.68330 0.71548 -4.33887 0.0 0.1 0.0 -0.07
C -0.49420 1.91328 -5.02401 -0.1 0.0 0.0 -0.08
C 0.58223 2.72700 -4.71334 0.0 0.0 0.1 -0.07
C 1.47846 2.35131 -3.71631 0.0 0.0 0.0 -0.07
C 3.22870 -0.84285 -2.35126 0.1 -0.1 0.0 -0.31
C 3.99995 -1.58234 -1.45103 -0.1 0.0 0.0 -0.09
C 4.72320 -2.67504 -1.89392 0.0 0.0 0.0 -0.07
C 4.67093 -3.04298 -3.23376 0.0 0.0 0.0 -0.07
C 3.89780 -2.31939 -4.12726 0.0 0.0 0.0 -0.07
C 3.17644 -1.21567 -3.69067 0.1 0.0 0.0 -0.07
H 5.25786 0.86504 -2.45112 0.0 0.0 0.0 0.11
H 6.86210 2.70680 -2.11579 0.0 0.0 0.0 0.11
H 6.14988 4.78284 -0.99002 0.0 0.0 0.0 0.11
H 3.82830 5.01978 -0.17910 0.0 0.0 0.0 0.10
H 2.21913 3.16230 -0.49195 0.0 0.0 0.0 0.09
H 0.05349 -0.59432 -2.81839 0.0 0.0 0.0 0.09
H -1.51219 0.06735 -4.59321 0.0 0.0 0.0 0.11
H -1.18242 2.20203 -5.80793 0.0 0.0 0.0 0.11
H 0.73553 3.65369 -5.25064 0.0 0.0 0.0 0.11
H 2.32218 2.98917 -3.48825 0.0 0.0 0.0 0.10
H 4.01731 -1.29649 -0.40612 0.0 0.0 0.0 0.10
H 5.32750 -3.24152 -1.19828 0.0 0.0 0.0 0.11
H 5.23363 -3.89972 -3.57995 0.0 0.0 0.0 0.11
H 3.85337 -2.61114 -5.16780 0.0 0.0 0.0 0.11
H 2.57744 -0.65494 -4.39587 0.0 0.0 0.0 0.11
C -4.02239 -7.48341 -6.95553 0.0 0.0 0.0 -0.07
C -3.70995 -6.44966 -5.90466 -0.1 -0.1 -0.1 -0.74
O -3.12742 -5.42629 -6.11994 0.0 0.1 0.0 0.04
S -4.29892 -6.94901 -4.27962 0.0 0.0 0.0 1.02
C -3.58010 -5.69198 -3.26593 0.1 0.1 0.0 -0.53
C -2.65691 -6.05196 -2.29098 0.0 0.0 0.0 -0.09
C -2.03387 -5.07748 -1.52945 0.0 -0.1 0.0 -0.03
C -2.32260 -3.73186 -1.74451 0.2 0.2 0.0 -0.25
C -3.28521 -3.38002 -2.69026 -0.1 0.0 0.0 -0.03
C -3.91311 -4.35365 -3.44473 0.0 0.0 0.1 -0.08
C -1.59352 -2.70888 -1.04073 -0.1 0.0 0.0 -0.10
C -0.95726 -1.84753 -0.48612 0.0 -0.3 -0.4 -0.33
H -4.24022 -6.98635 -7.89807 0.0 0.0 0.0 0.09
H -4.85119 -8.12450 -6.66015 0.0 0.0 0.0 0.07
H -3.13490 -8.10407 -7.08722 0.0 0.0 0.0 0.09
H -2.42014 -7.09632 -2.13771 0.0 0.0 0.0 0.11
H -1.30907 -5.35413 -0.77601 0.0 0.0 0.0 0.12
H -3.53932 -2.33738 -2.82759 0.0 0.0 0.0 0.11
H -4.65904 -4.07810 -4.17653 0.0 0.0 0.0 0.11
C -2.27958 5.12350 0.84233 0.0 0.1 0.0 -0.12
N -2.12545 3.81830 1.61586 0.0 0.0 -0.1 -0.06
C -3.42092 3.00769 1.46846 0.0 0.0 0.0 -0.10
N -3.75025 2.82096 0.10080 -0.1 -0.1 -0.1 -0.14
C -3.85682 4.10056 -0.58820 0.0 0.0 0.0 -0.16
N -2.61806 4.87031 -0.51395 0.0 0.0 -0.1 -0.15
C -1.53065 4.22662 -1.27192 0.0 0.0 0.1 -0.31
P -1.07408 2.52096 -0.65512 -0.2 0.3 -0.3 1.02
C -0.94264 3.04410 1.11239 0.0 -0.1 -0.1 -0.34
C -2.83144 1.89800 -0.57852 0.1 0.1 0.1 -0.32
H -1.33169 5.65578 0.91943 0.0 0.0 0.0 0.14
H -3.06849 5.69372 1.33527 0.0 0.0 0.0 0.14
H -1.97460 4.00860 2.60796 0.0 0.0 0.0 0.18
H -4.19604 3.58162 1.97862 0.0 0.0 0.0 0.15
H -3.25117 2.05545 1.97145 0.0 0.0 0.0 0.13
H -4.66129 4.68282 -0.13376 0.0 0.0 0.0 0.14
H -4.09901 3.92147 -1.63420 0.0 0.0 0.0 0.14
H -0.64496 4.86542 -1.23435 0.0 0.0 0.0 0.09
H -1.83026 4.15633 -2.31874 0.0 0.0 0.0 0.09
H -0.05470 3.66541 1.24596 0.0 0.0 0.0 0.10
H -0.81314 2.17559 1.75708 0.0 0.1 -0.1 -0.06
H -2.85176 0.93704 -0.06592 0.0 0.0 0.0 0.03
H -3.18073 1.73949 -1.60038 0.0 0.0 0.0 0.10
```
Positions in Å, forces in eV/Å.

Properties
- E_HOMO: -10.09 eV
- LUMO energy: -0.1269 Eh
- Charge: +1
- 2S+1: 1
- E: -4352.4650 a.u.
- Kohn-Sham gap: 6.63 eV

4.
The following is a DFT calculation (the ωB97M-V functional and the def2-TZVPD basis) of a 2-piece molecular cluster, C3H5NO4 overall.

The geometry in XYZ format:
```
13
Properties=species:S:1:pos:R:3:forces:R:3:lowdin_charge:R:1
C -1.16371 -0.88259 3.39808 0.3 0.1 -0.1 -0.46
C -1.22091 1.14112 -0.60239 3.7 1.8 2.2 -0.02
C 0.60152 0.44869 0.84757 1.6 -1.4 1.1 -0.23
N 1.23127 -0.39971 1.62426 -4.0 0.2 -2.4 -0.03
O 2.45382 -0.15162 2.12148 0.8 0.1 0.1 -0.03
O -1.28728 0.24057 3.19540 -0.4 1.4 -0.1 0.19
O -1.02941 -1.99755 3.62116 0.0 -1.4 0.3 0.22
O -0.60908 0.15768 0.32375 -0.4 -0.2 -0.2 -0.14
H 2.53205 0.78752 2.22170 0.5 1.2 0.1 0.08
H -0.26649 1.65660 -1.10692 -2.6 -1.0 0.4 0.12
H -1.73711 1.90524 0.05316 0.4 -0.8 -1.0 0.10
H -1.89152 0.62830 -1.24164 -0.3 -0.5 -0.6 0.07
H 1.01541 1.39328 0.51243 0.3 0.4 0.1 0.13
```
Positions in Å, forces in eV/Å.

Properties
- E_HOMO: -9.07 eV
- LUMO energy: 0.0270 Eh
- Charge: 0
- 2S+1: 1
- E: -472.9526 a.u.
- Kohn-Sham gap: 9.80 eV
- Structure (SMILES): CO/C=N/O.O=C=O

Molar mass: 102.113 108.081 1019.947 119.076 (u)
ΔE to the lowest compared entry with this formula, charge and spin: 226.26 190.99 23.22 306.84 (kJ/mol)
Max |F|: 7.07 6.59 1.29 4.70 (eV Å⁻¹)